{
  "formula": "C3H5NO3",
  "method": "ωB97M-V/def2-TZVPD",
  "species": ["N", "C", "O", "C", "O", "C", "O", "H", "H", "H", "H", "H"],
  "xyz": [[-0.52, -1.30, 0.70], [-0.79, 0.08, 0.43], [-1.93, 0.12, 1.02], [0.40, 1.00, 0.73], [1.34, 0.69, -0.33], [0.62, -0.17, -1.16], [-0.69, 0.16, -1.18], [0.63, -1.24, -0.50], [-1.13, -1.82, 0.04], [0.11, 2.06, 0.69], [0.85, 0.75, 1.69], [1.11, -0.33, -2.12]],
  "lowdin_charge": [0.27, -0.69, 0.11, -0.05, -0.05, -0.29, 0.00, 0.16, 0.11, 0.14, 0.14, 0.16],
  "de_lowest_ev": 6.435,
  "homo_lumo_gap_ha": [0.3004, 0.2830],
  "total_charge": 0
}


{
  "formula": "C3H5NO3",
  "method": "ωB97M-V/def2-TZVPD",
  "species": ["O", "C", "C", "N", "C", "O", "O", "H", "H", "H", "H", "H"],
  "xyz": [[0.49, 2.43, -0.02], [0.25, 1.63, 0.86], [0.78, 0.20, 0.82], [-0.32, -0.73, 0.43], [-0.83, -0.96, -0.88], [-1.65, -1.75, -1.40], [-0.25, -0.20, -1.79], [-0.61, 1.76, 1.52], [1.07, -0.09, 1.76], [1.63, 0.22, 0.16], [-0.53, -1.62, 0.98], [-0.03, -0.88, -2.45]],
  "lowdin_charge": [0.07, -0.24, -0.13, 0.08, -0.57, 0.04, 0.09, 0.12, 0.09, 0.12, 0.17, 0.14],
  "de_lowest_ev": 2.191,
  "homo_lumo_gap_ha": 0.3882,
  "smiles": "O=CCNC(=O)O",
  "total_charge": 0
}


{
  "formula": "C3H5NO3",
  "method": "ωB97M-V/def2-TZVPD",
  "species": ["C", "C", "C", "H", "H", "H", "H", "H", "N", "O", "O", "O"],
  "xyz": [[-2.09, -0.99, 0.25], [0.31, 1.15, -0.52], [2.09, -0.38, 0.30], [-2.46, -0.39, 1.42], [-2.33, -1.94, 0.11], [0.32, 2.35, -0.23], [0.74, 0.84, -1.41], [2.57, -0.46, 1.22], [-1.19, -0.52, -0.67], [-1.05, 0.81, -0.35], [0.98, 0.60, 0.57], [2.11, -1.07, -0.71]],
  "lowdin_charge": [0.02, -0.25, -0.16, 0.19, -0.02, 0.19, 0.10, 0.12, 0.00, -0.18, -0.08, 0.07],
  "de_lowest_ev": 5.913,
  "homo_lumo_gap_ha": 0.3866,
  "total_charge": 0
}


{
  "formula": "C3H5NO3",
  "method": "ωB97M-V/def2-TZVPD",
  "species": ["O", "C", "C", "N", "C", "O", "O", "H", "H", "H", "H", "H"],
  "xyz": [[0.61, -2.14, 1.63], [0.49, -1.91, 0.46], [0.85, -0.47, -0.08], [-0.02, 0.42, 0.69], [-0.80, 1.49, 0.00], [-1.55, 2.38, 0.40], [-0.46, 1.56, -1.37], [0.20, -2.65, -0.24], [1.87, -0.27, 0.15], [0.64, -0.45, -1.19], [-0.65, -0.06, 1.32], [-1.18, 2.09, -1.76]],
  "lowdin_charge": [0.07, -0.22, -0.14, 0.06, -0.44, 0.07, 0.03, 0.10, 0.10, 0.13, 0.12, 0.11],
  "de_lowest_ev": 1.844,
  "homo_lumo_gap_ha": 0.3872,
  "smiles": "O=CCNC(=O)O",
  "total_charge": 0
}


{
  "formula": "C3H5NO3",
  "method": "ωB97M-V/def2-TZVPD",
  "species": ["C", "C", "C", "O", "N", "O", "O", "H", "H", "H", "H", "H"],
  "xyz": [[-1.15, -0.35, 0.65], [0.06, 0.18, 0.38], [0.60, -0.19, -1.00], [1.54, 0.62, -1.52], [1.33, -1.67, -0.76], [0.55, -2.60, -0.83], [2.52, -1.65, -0.54], [-1.63, -0.21, 1.62], [-1.71, -1.03, 0.10], [0.74, 0.83, 0.80], [-0.19, -0.15, -1.78], [2.21, 0.97, -0.95]],
  "lowdin_charge": [0.05, -0.06, -0.29, 0.03, -0.34, 0.06, 0.08, 0.06, 0.05, 0.08, 0.17, 0.10],
  "de_lowest_ev": 5.555,
  "homo_lumo_gap_ha": 0.3857,
  "smiles": "C=C[C@@H](O)[N+](=O)[O-]",
  "total_charge": 0
}


{
  "formula": "C3H5NO3",
  "method": "ωB97M-V/def2-TZVPD",
  "species": ["C", "C", "C", "H", "H", "H", "H", "H", "N", "O", "O", "O"],
  "xyz": [[-0.45, -0.11, 1.88], [-0.72, -0.05, 0.40], [0.08, 0.11, -1.96], [-0.03, 0.87, 1.81], [0.48, -0.82, 2.05], [-1.38, 0.10, 2.31], [2.20, -0.83, -0.63], [-0.94, 0.67, -2.11], [0.27, 0.02, -0.63], [-1.87, 0.11, -0.06], [1.50, 0.05, -0.06], [0.87, -0.14, -2.98]],
  "lowdin_charge": [0.03, -0.40, -0.21, 0.08, 0.15, 0.08, 0.30, 0.17, -0.14, 0.04, -0.07, -0.04],
  "de_lowest_ev": 5.430,
  "homo_lumo_gap_ha": 0.3635,
  "total_charge": 0
}